[1]
Molecular formula: C5H9NO
Method: DFT, ωB97M-V/def2-TZVPD

Last column: Löwdin charge in e.
Positions of all 16 atoms, in Å:
C  0.490621  -0.314637  -0.845103  -0.134
C  0.381462  -1.743092  -0.432503  -0.085
C  1.283350  0.632536  0.601486  0.042
C  -0.370617  0.791028  -0.415628  -0.546
C  -1.557999  0.415631  0.537577  -0.155
N  -2.549046  1.198526  0.635982  0.114
O  -0.464237  1.888135  -1.018194  -0.036
H  0.906356  -0.153027  -1.841477  0.143
H  -2.404007  1.996733  -0.003901  0.060
H  -1.519154  -0.525206  1.092504  0.095
H  -0.300803  -2.279764  -1.099762  0.096
H  1.370953  -2.216140  -0.494395  0.089
H  0.051168  -1.892796  0.596532  0.070
H  1.109978  -0.003868  1.470290  0.074
H  1.253375  1.666439  0.944928  0.095
H  2.318602  0.539501  0.271663  0.078

Force components x, y, z for each atom (eV/Å):
C -0.0100 2.4441 1.7941
C 0.3693 -0.3405 0.3930
C 1.7276 -1.6201 -0.1456
C -2.8298 0.3028 -2.3355
C 0.5165 1.1010 0.0603
N 0.2895 -0.6775 -0.2444
O 0.4214 -1.4746 0.9340
H 0.5160 0.3355 0.5204
H 0.2344 -0.1320 0.2948
H -0.1306 0.2229 0.0036
H 0.0932 0.0854 0.0297
H -0.2327 0.0186 -0.1316
H -0.1217 0.1196 -0.1555
H 0.0373 -0.1215 -0.2452
H -0.9394 0.0848 -0.7740
H 0.0590 -0.3484 0.0019

Calculated total energy ... -8865.4639 eV
Kohn-Sham gap ... 9.84 eV
Energy relative to the best compared isomer or geometry (same formula, charge and spin) ... 361.7 kJ/mol

[2]
Molecular formula: C45H69Cl3F6N13O2SeSiY
Method: DFT, ωB97M-V/def2-TZVPD

Last column: Löwdin charge in e.
Positions of all 141 atoms, in Å:
Y  -0.435624  0.782641  -1.610913  1.329
O  0.000987  -1.274886  -2.314917  -0.252
C  -0.175630  -2.538821  -2.080489  -0.370
C  0.412243  -3.505974  -2.925256  -0.036
C  0.363143  -4.851246  -2.630571  -0.083
C  -0.302928  -5.303720  -1.487834  -0.103
C  -0.974380  -4.381218  -0.710877  -0.065
C  -0.960545  -3.013666  -1.006492  -0.100
C  -1.890749  -2.106060  -0.337096  -0.302
N  -1.968828  -0.783558  -0.421764  0.001
C  -3.155617  -0.417363  0.192633  -0.163
C  -3.787469  -1.512762  0.669447  -0.069
N  -2.975899  -2.575732  0.325880  0.119
H  0.918697  -3.145487  -3.814373  0.111
H  0.848049  -5.562691  -3.290297  0.103
H  -0.312019  -6.353912  -1.228667  0.095
H  -1.519013  -4.736291  0.159687  0.098
H  -3.456534  0.615237  0.242460  0.087
H  -4.715329  -1.637562  1.203188  0.112
H  -3.164326  -3.545423  0.500129  0.141
C  -1.999537  1.340134  2.407424  -0.085
N  -2.551023  2.660079  2.237187  -0.092
C  -3.482636  3.149640  3.224020  -0.139
C  -3.919477  4.465047  2.613131  -0.145
N  -3.691670  4.265993  1.182838  -0.076
C  -3.670762  5.506738  0.412234  -0.048
C  -2.797740  3.203274  0.993648  -0.347
N  -2.263761  2.719856  -0.068234  0.069
C  -2.587080  3.212395  -1.401664  -0.298
C  -3.627492  2.348706  -2.081916  -0.213
N  -3.040220  1.061108  -2.426929  0.065
C  -3.761838  0.149599  -2.962949  -0.354
N  -5.131830  0.144284  -3.241076  -0.070
C  -5.868494  1.280626  -3.795173  -0.048
C  -5.509134  -1.148124  -3.812580  -0.141
C  -4.344220  -2.047792  -3.421728  -0.130
N  -3.228808  -1.122988  -3.230614  -0.085
C  -2.200656  -1.179614  -4.278589  -0.038
H  -2.781933  0.592490  2.584278  0.088
H  -1.317053  1.325029  3.251297  0.060
H  -1.439060  1.067551  1.524915  -0.014
H  -2.994473  3.277354  4.190456  0.121
H  -4.324980  2.457465  3.356076  0.122
H  -3.314920  5.295362  2.992056  0.124
H  -4.967936  4.689459  2.802550  0.120
H  -4.166840  6.268727  1.009710  0.084
H  -4.222473  5.426151  -0.519816  0.078
H  -2.653110  5.844899  0.199983  0.092
H  -1.694043  3.179361  -2.024417  0.005
H  -2.919326  4.235446  -1.438781  0.071
H  -3.954156  2.891807  -2.969523  0.105
H  -4.492321  2.209628  -1.419239  0.121
H  -6.100936  2.033600  -3.052093  0.073
H  -6.812793  0.897706  -4.176560  0.085
H  -5.333635  1.749334  -4.625474  0.096
H  -5.620024  -1.073705  -4.900720  0.121
H  -6.457655  -1.486382  -3.395605  0.120
H  -4.106499  -2.774934  -4.194859  0.121
H  -4.551503  -2.584815  -2.494406  0.111
H  -2.636756  -1.074774  -5.279552  0.098
H  -1.672233  -2.130063  -4.215838  0.084
H  -1.477582  -0.385415  -4.141135  0.043
C  0.824940  3.709691  -4.820751  -0.010
C  0.135969  2.352771  -4.694878  -0.431
O  -0.244017  2.079017  -3.407326  -0.347
C  -1.136867  2.353164  -5.634579  -0.524
F  -2.250992  2.588205  -4.924536  0.140
F  -1.336886  1.185610  -6.282889  0.133
F  -1.079628  3.306061  -6.582179  0.137
C  1.131671  1.283766  -5.225829  -0.553
F  0.724211  0.025322  -4.966098  0.127
F  1.320402  1.385396  -6.555152  0.153
F  2.333763  1.423613  -4.648219  0.133
H  0.135889  4.484543  -4.492247  0.081
H  1.135322  3.906459  -5.846159  0.096
H  1.688777  3.721093  -4.163272  0.033
C  5.430977  -0.918640  0.089796  -0.068
N  4.273075  -0.127630  -0.275550  -0.141
C  4.005422  1.017600  0.569187  -0.080
C  3.529509  -0.374328  -1.406577  -0.438
N  2.324619  0.038576  -1.571979  0.105
N  4.204402  -1.137693  -2.360421  -0.175
C  5.429398  -0.570149  -2.904855  -0.056
C  3.394980  -1.829535  -3.340662  -0.064
H  5.437625  -1.853778  -0.463211  0.088
H  5.387275  -1.141597  1.159841  0.076
H  6.378190  -0.397172  -0.096307  0.085
H  4.571109  1.898632  0.256853  0.079
H  4.299623  0.765652  1.584929  0.075
H  2.951389  1.262939  0.555344  0.011
H  2.027231  -0.225548  -2.504861  0.009
H  5.894239  0.097450  -2.184213  0.078
H  5.220300  0.008130  -3.812639  0.092
H  6.138433  -1.361886  -3.156927  0.089
H  2.495276  -2.211815  -2.866539  0.057
H  3.961023  -2.674187  -3.738193  0.096
H  3.106029  -1.185052  -4.183476  0.087
C  0.399284  -0.226151  6.181105  -0.090
C  0.380108  1.286143  5.955339  -0.240
C  1.645926  1.847066  5.308579  -0.178
C  1.936058  1.422056  3.866310  -0.141
N  2.382907  0.035785  3.707322  -0.007
C  1.926194  -0.832012  2.758528  -0.646
Se  0.703631  -0.607755  1.411651  0.805
N  2.626417  -1.992181  2.918590  -0.016
C  2.507277  -3.190505  2.091814  -0.155
C  1.861338  -4.383414  2.793870  -0.178
C  0.337660  -4.338110  2.930545  -0.246
C  -0.175782  -3.422208  4.043950  -0.106
C  3.576419  -1.842676  3.916524  -0.158
C  4.544341  -2.714631  4.386027  -0.007
C  5.412203  -2.235547  5.356285  -0.083
C  5.314429  -0.923252  5.821488  -0.081
C  4.336182  -0.057093  5.349077  -0.005
C  3.448632  -0.546644  4.399665  -0.147
H  -0.490189  -0.553059  6.724643  0.075
H  1.276678  -0.521735  6.764603  0.079
H  0.424199  -0.773228  5.235973  0.046
H  0.244477  1.791635  6.915163  0.106
H  -0.478759  1.555985  5.342198  0.086
H  2.493288  1.618675  5.955551  0.084
H  1.568447  2.936673  5.271384  0.119
H  2.700673  2.077148  3.446391  0.116
H  1.050957  1.538235  3.243806  0.070
H  3.516744  -3.459991  1.774250  0.124
H  1.939633  -2.903402  1.208947  0.069
H  2.304996  -4.508437  3.788096  0.105
H  2.140203  -5.264345  2.209619  0.114
H  -0.007534  -5.357103  3.125511  0.105
H  -0.090308  -4.027693  1.973298  0.081
H  0.401058  -3.561716  4.964412  0.077
H  -1.223422  -3.636215  4.272736  0.072
H  -0.118495  -2.372406  3.751112  0.023
H  4.628610  -3.724871  4.003122  0.112
H  6.184819  -2.884982  5.747174  0.103
H  6.019373  -0.566356  6.561087  0.104
H  4.299395  0.964856  5.696401  0.104
Cl  0.047468  4.992929  -1.555830  0.177
Si  0.913747  3.151219  -0.885674  -0.495
Cl  1.359266  3.844867  1.099504  0.083
Cl  2.829164  3.388020  -1.781788  0.167

Force components x, y, z for each atom (eV/Å):
Y -0.7574 -0.5626 -0.8006
O -0.2618 0.4399 0.0047
C 0.1479 0.1148 -0.0003
C 0.0621 -0.0912 -0.0540
C -0.0363 -0.0255 0.0404
C 0.0413 0.0676 -0.0506
C -0.0272 -0.0184 0.0221
C -0.1394 0.0306 0.1060
C -0.1125 0.0618 -0.1255
N -0.0270 0.1175 0.2986
C 0.1230 -0.0562 -0.1549
C 0.0217 -0.1208 -0.0555
N -0.0410 -0.0316 0.1514
H -0.0638 -0.0599 0.0594
H -0.0123 0.0369 0.0288
H -0.0169 0.0142 -0.0106
H 0.0178 -0.0007 -0.0450
H 0.0370 -0.0900 -0.0288
H 0.0918 -0.0050 -0.0412
H -0.0393 -0.0143 -0.0470
C -0.1308 0.1321 0.0823
N 0.0083 -0.1269 0.0273
C 0.0745 -0.0229 -0.0217
C 0.0085 -0.0113 -0.0583
N -0.0189 -0.0393 -0.1388
C 0.1285 -0.0973 0.0089
C 0.0727 0.1594 0.1326
N 0.1757 -0.1521 -0.4052
C -0.1990 -0.2636 0.2295
C 0.0064 -0.0638 -0.1061
N 0.2052 -0.1403 -0.2481
C -0.0853 -0.1369 0.2280
N -0.0056 0.0010 0.0518
C 0.1682 -0.0895 0.0447
C 0.0485 0.0709 0.0037
C 0.0813 0.1364 -0.0289
N 0.1217 -0.0889 -0.1880
C -0.1634 0.0129 0.0219
H 0.0417 0.0358 0.0098
H 0.1310 0.0501 0.1424
H 0.0129 0.0389 0.0494
H -0.0160 -0.0018 0.0487
H -0.0317 -0.0345 -0.0339
H 0.0756 0.0119 -0.0273
H -0.0414 0.0386 0.0247
H 0.0010 0.0291 0.0224
H -0.0393 -0.0545 -0.0748
H 0.0189 -0.0378 -0.0155
H -0.0176 0.0649 -0.0321
H -0.0246 0.3747 0.0547
H -0.0862 -0.0226 -0.0960
H -0.0369 0.0070 -0.0334
H 0.0385 0.0745 0.1120
H -0.0173 -0.0022 0.0055
H 0.0273 0.0002 -0.0124
H 0.0281 0.0255 -0.0276
H -0.0288 -0.0001 -0.0084
H 0.0152 -0.0480 0.0051
H -0.0012 0.0158 0.0550
H -0.0350 -0.0009 -0.0218
H -0.0301 0.0443 0.0082
H -0.0368 0.0233 0.0038
C -0.0301 0.0751 0.0117
C -0.2436 0.0065 0.0999
O 0.4228 -1.0744 0.0706
C 0.0850 -0.0106 0.1443
F 0.0495 0.0712 -0.0263
F -0.0402 -0.0009 0.0990
F -0.0037 -0.1014 -0.0635
C -0.2507 0.1087 0.0911
F 0.0935 0.0761 -0.0541
F 0.0274 -0.0246 0.0189
F 0.0119 -0.0874 0.0546
H -0.0105 0.0234 -0.0149
H 0.0204 0.0256 0.0289
H -0.0206 0.0206 0.0281
C -0.0678 0.0355 -0.0324
N -0.1037 -0.0266 -0.0992
C -0.0529 0.0152 -0.1398
C 0.1678 0.1790 0.0783
N -0.5020 0.2775 0.1182
N 0.1392 -0.2830 0.0013
C -0.0290 -0.0119 -0.0394
C 0.0911 0.0451 -0.0604
H -0.0022 0.0084 -0.0090
H -0.0225 -0.0049 0.0212
H -0.0265 0.0062 0.0128
H 0.0278 0.0288 -0.0275
H -0.0272 -0.0227 0.2305
H -0.1663 0.0369 -0.0103
H 0.1151 0.0351 -0.1035
H -0.0100 -0.0125 -0.0280
H -0.0155 0.0160 -0.0027
H 0.0003 -0.0105 0.0005
H 0.1070 0.0170 0.0114
H 0.0286 0.0162 -0.0175
H -0.0180 -0.0176 0.0338
C 0.0005 0.0417 -0.0468
C 0.1068 -0.1490 -0.0434
C -0.0796 -0.0463 -0.0527
C 0.0309 -0.0399 0.0991
N 0.1020 0.1083 -0.0601
C 0.4170 -0.1505 -0.1220
Se -0.2199 -0.0481 0.4725
N -0.0623 -0.2129 -0.0056
C 0.0351 0.0271 0.0907
C -0.0294 0.0805 0.0484
C 0.0061 0.0827 0.0976
C 0.0290 -0.0111 -0.0620
C -0.1530 -0.1016 -0.1751
C 0.0809 -0.1106 0.0109
C -0.0178 0.0287 -0.0036
C -0.0590 0.0007 -0.0400
C 0.0861 0.0089 0.0164
C -0.1491 0.2226 -0.0113
H 0.0446 0.0268 -0.0183
H -0.0344 -0.0018 -0.0386
H -0.0064 0.0454 0.0865
H -0.0133 -0.0058 -0.0069
H -0.1487 0.0224 -0.0751
H -0.0442 0.0803 -0.0172
H 0.0093 -0.0021 0.0356
H 0.0455 0.0030 -0.0643
H -0.0196 -0.0182 -0.0886
H 0.0513 0.0533 -0.0076
H 0.0037 -0.0213 -0.0637
H 0.0343 -0.0549 -0.0437
H -0.0171 -0.0059 0.0095
H -0.0062 -0.0010 -0.0269
H -0.0209 -0.0242 0.0048
H -0.0462 0.0129 -0.0463
H 0.0617 0.0211 -0.0212
H 0.0259 -0.0425 0.0081
H -0.0037 0.0737 0.0286
H -0.0180 0.0201 -0.0094
H -0.0142 -0.0082 -0.0184
H 0.0316 -0.0608 -0.0145
Cl 0.0234 0.1611 -0.0288
Si 0.6051 1.0920 0.4650
Cl 0.0259 -0.2245 0.1993
Cl 0.1107 -0.0265 0.0207

Calculated total energy ... -199401.6495 eV
Kohn-Sham gap ... 7.73 eV
Energy relative to the best compared isomer or geometry (same formula, charge and spin) ... 0.0 kJ/mol